{"formula": "C3HCl3O", "method": "wB97M-V/def2-TZVPD", "homo_lumo_gap_ev": 10.21, "homo_energy_ha": -0.389, "smiles": "O=C(Cl)/C(Cl)=C/Cl", "species": ["O", "C", "Cl", "C", "Cl", "C", "Cl", "H"], "coordinates": [[-2.7360, -0.2993, -1.8836], [-1.7062, -0.1467, -1.3222], [-0.2531, 0.0406, -2.5269], [-1.6334, -0.1380, 0.2046], [-3.1139, 0.1680, 1.1198], [-0.4151, -0.3583, 0.6499], [0.1494, -0.4173, 2.2976], [0.3083, -0.3104, -0.2328]], "atomic_forces_ev_per_a": [[0.30, 0.14, 0.34], [-1.75, -0.11, -0.87], [-0.54, -0.07, 1.64], [-0.32, 0.44, -0.66], [1.37, -0.46, -0.95], [1.74, 0.63, -0.23], [-0.48, -0.06, -1.26], [-0.32, -0.51, 1.98]]}


{"formula": "C14H52N12O12", "method": "wB97M-V/def2-TZVPD", "homo_lumo_gap_ev": 7.99, "homo_energy_ha": -0.327, "smiles": "NC(N)=O.NC(N)=O.NC(N)=O.NC(N)=O.NC(N)=O.NC(N)=O.CCO.CCO.CO.CO.CO.CO", "species": ["N", "C", "N", "O", "H", "H", "H", "H", "N", "C", "N", "O", "H", "H", "H", "H", "N", "C", "N", "O", "H", "H", "H", "H", "N", "C", "N", "O", "H", "H", "H", "H", "N", "C", "N", "O", "H", "H", "H", "H", "N", "C", "N", "O", "H", "H", "H", "H", "C", "C", "O", "H", "H", "H", "H", "H", "H", "C", "C", "O", "H", "H", "H", "H", "H", "H", "C", "O", "H", "H", "H", "H", "C", "O", "H", "H", "H", "H", "C", "O", "H", "H", "H", "H", "C", "O", "H", "H", "H", "H"], "coordinates": [[13.5275, -4.6089, -18.4819], [14.1868, -3.8987, -19.3955], [14.9132, -2.9908, -18.7893], [14.0092, -3.9937, -20.7391], [12.9048, -5.3471, -18.8040], [13.4972, -4.4256, -17.4093], [15.3871, -2.2827, -19.3828], [14.9920, -2.8853, -17.7948], [13.2271, -4.0461, -15.8301], [14.1350, -3.2245, -15.5032], [15.2881, -3.6111, -15.8706], [13.8257, -2.0524, -14.8190], [12.3085, -3.7407, -15.5507], [13.4353, -5.0476, -15.8840], [16.0884, -3.1222, -15.4707], [15.4350, -4.4930, -16.3385], [12.1973, -10.4321, -13.9789], [12.8758, -9.4415, -14.4337], [12.4098, -8.9867, -15.5496], [14.0234, -8.9534, -13.8426], [12.5955, -10.8205, -13.1244], [11.3550, -10.8976, -14.2449], [12.6270, -8.0511, -15.8472], [11.5710, -9.3650, -16.0216], [12.0950, -8.2705, -19.9045], [12.9859, -7.3868, -20.2405], [12.5046, -6.4600, -20.9927], [14.2447, -7.2702, -19.7131], [12.3825, -8.9824, -19.2133], [11.2193, -8.4650, -20.4302], [13.1066, -5.6611, -21.1186], [11.6269, -6.4566, -21.4017], [7.8196, -5.9629, -19.5259], [7.0495, -6.3952, -18.6171], [6.1658, -7.2565, -19.0289], [7.0253, -5.9167, -17.3186], [8.4234, -5.1718, -19.3166], [7.9249, -6.4403, -20.4403], [5.4644, -7.6897, -18.2880], [6.1399, -7.8341, -19.8889], [9.8516, -5.6558, -16.5127], [10.7246, -6.3987, -17.1490], [10.3485, -6.6680, -18.3685], [11.9725, -6.6079, -16.6612], [10.1736, -5.3927, -15.5668], [8.8769, -5.5733, -16.6890], [11.0309, -7.1092, -19.0288], [9.3687, -6.4742, -18.6368], [7.2404, -5.3573, -12.5356], [7.3489, -5.7161, -13.9775], [6.1635, -5.4891, -14.6275], [7.2471, -4.3617, -12.1555], [8.0753, -5.8157, -12.0846], [6.3501, -5.8322, -12.1437], [7.7558, -6.7633, -14.0540], [8.1235, -5.1458, -14.4716], [6.2095, -5.7963, -15.5079], [12.6053, -6.1106, -13.4241], [11.0087, -6.1131, -13.2535], [10.5601, -5.0379, -13.9645], [13.0680, -5.1373, -13.2026], [12.8813, -6.3424, -14.4481], [13.1411, -6.7938, -12.7124], [10.5933, -6.0999, -12.2421], [10.5509, -7.0104, -13.7319], [10.6129, -4.2108, -13.4767], [15.1774, -7.4474, -16.7697], [15.3193, -6.0627, -16.8044], [14.9902, -7.6658, -15.7391], [16.1140, -7.9845, -17.0413], [14.3284, -7.8687, -17.3362], [15.3062, -5.8696, -17.7244], [10.4538, -3.7096, -19.6693], [9.5301, -3.9672, -18.6644], [11.3561, -3.3187, -19.3392], [9.9842, -3.1062, -20.4858], [10.7697, -4.6599, -20.1446], [9.9332, -4.5086, -17.9249], [8.9024, -8.9620, -16.4081], [9.9438, -9.2998, -17.2159], [9.1871, -8.2096, -15.6481], [8.5044, -9.8315, -15.9067], [7.9823, -8.6608, -16.8464], [9.9947, -8.5133, -17.7351], [8.3989, -2.6200, -15.6484], [7.3982, -1.7146, -16.1284], [8.1343, -3.0246, -14.6727], [9.3876, -2.1105, -15.6005], [8.4612, -3.4093, -16.3714], [6.5365, -2.1361, -15.9716]], "atomic_forces_ev_per_a": [[-1.62, -1.72, 0.99], [-2.25, -0.58, -4.41], [2.77, 3.25, -1.80], [0.86, 0.13, 5.47], [0.58, 0.32, 0.21], [-0.05, 0.06, -2.95], [-0.58, -0.97, 0.78], [-0.07, -0.13, 0.08], [-4.88, -3.03, -0.61], [-1.39, 8.66, 5.61], [5.54, 1.03, -0.16], [1.71, -5.39, -3.39], [-0.21, -0.51, 0.02], [-0.42, 0.32, 0.32], [-0.38, -0.25, -0.34], [0.17, -0.36, 0.46], [-0.28, -4.15, 4.61], [6.46, 3.50, 1.81], [-1.26, 1.42, -3.11], [-5.42, -2.35, -2.34], [-0.18, 0.08, -0.40], [-0.22, 0.55, -0.81], [0.21, 0.02, -0.15], [0.79, 0.28, 0.69], [-2.26, -4.92, 1.96], [7.67, 1.72, 2.71], [1.39, 2.53, -1.50], [-6.09, -1.27, -2.34], [-0.27, 0.50, -0.82], [1.44, 0.19, 0.39], [0.44, 0.94, -0.31], [-1.65, -0.15, -0.73], [3.53, 1.19, -3.81], [-2.42, 1.79, 7.51], [-5.07, -4.88, 1.75], [0.59, -2.08, -5.64], [0.20, 0.80, 0.02], [-0.45, 0.74, 1.08], [2.32, 1.57, -1.95], [0.55, 1.22, 0.75], [0.92, 0.94, 3.29], [5.74, 0.49, 2.46], [-0.13, -2.15, -3.18], [-5.12, 0.92, -2.49], [-0.45, 0.07, -0.27], [-1.24, -0.39, -0.55], [-0.90, 0.44, 1.01], [1.37, -0.30, 0.10], [-0.50, -0.92, 0.34], [1.60, -0.09, -0.43], [-1.74, 0.38, 1.13], [-0.14, 1.18, -0.60], [1.04, -0.69, 0.96], [-0.23, -0.19, 0.23], [-0.80, 0.37, 0.09], [0.46, 0.38, 0.05], [0.21, -0.45, -1.81], [-0.43, -0.69, 1.91], [2.44, -1.68, 0.12], [-1.45, 2.21, -1.18], [-0.68, 0.12, 0.02], [-0.24, -0.35, 0.15], [-0.68, 0.18, -0.91], [0.57, 0.02, 0.21], [0.56, 0.38, 0.19], [0.16, -0.07, 0.11], [0.25, -2.19, 0.87], [0.08, 0.12, -0.11], [-0.06, -0.51, 0.73], [-0.53, 0.44, -0.10], [0.50, 0.67, -0.10], [-0.13, 0.63, -1.58], [-0.88, -1.23, -2.41], [-0.49, -0.43, 1.36], [1.51, 1.30, 0.74], [0.38, -0.20, 0.94], [-0.16, 0.16, -0.06], [-0.35, 1.30, -0.93], [-1.45, -0.25, 3.06], [0.59, -0.96, -0.98], [-0.17, -0.26, -0.17], [0.50, -0.60, 0.64], [-0.57, 0.99, -1.30], [0.96, 0.68, -1.17], [0.00, 0.72, -0.22], [-0.11, -0.06, 0.47], [0.09, 0.04, 0.13], [-0.80, -0.12, -0.02], [0.28, -0.68, -0.22], [0.48, 0.21, -0.11]]}


{"formula": "C35H21Cl3EuF5N4P2S2", "method": "wB97M-V/def2-TZVPD", "homo_lumo_gap_ev": [5.55, 4.66], "spin_multiplicity": 7, "s_squared": 12.01, "homo_energy_ha": [-0.072, -0.039], "total_charge": -2, "species": ["Eu", "S", "P", "C", "P", "S", "C", "C", "C", "C", "C", "C", "C", "C", "C", "C", "C", "C", "C", "C", "C", "C", "C", "C", "C", "C", "C", "C", "C", "C", "H", "H", "H", "H", "H", "H", "H", "H", "H", "H", "H", "H", "H", "H", "H", "H", "H", "H", "H", "H", "Cl", "C", "Cl", "Cl", "C", "N", "F", "C", "C", "C", "F", "C", "F", "C", "F", "C", "F", "N", "C", "N", "C", "N", "H"], "coordinates": [[0.5483, -1.6993, -0.8443], [-1.3299, -0.0276, 1.2526], [0.2788, 0.9474, 1.3893], [1.3395, 1.1342, 0.0540], [1.1297, 1.3883, -1.6183], [2.6197, 0.3920, -2.6792], [-0.4959, 0.8551, -2.3109], [-1.6636, 1.1343, -1.6858], [-2.9235, 0.8797, -2.2201], [-2.8112, 0.0545, -3.3908], [-1.6049, -0.2756, -4.0251], [-0.4187, 0.1573, -3.4980], [1.1339, 3.0708, -2.4170], [1.4743, 3.2138, -3.7611], [1.0785, 4.2896, -4.5244], [0.3221, 5.3027, -3.9290], [0.1132, 5.2699, -2.5758], [0.5171, 4.1147, -1.8306], [0.0175, 2.6578, 2.0379], [1.0433, 3.5298, 2.3342], [0.7571, 4.8143, 2.7669], [-0.4858, 5.3071, 2.8928], [-1.5100, 4.4884, 2.4185], [-1.2776, 3.1209, 2.1331], [1.3465, 0.4971, 2.9142], [0.7515, 0.7322, 4.1387], [1.4043, 0.6062, 5.3251], [2.8921, 0.1409, 5.3337], [3.3417, -0.2493, 4.1166], [2.6728, -0.0321, 2.9220], [-1.6739, 1.5538, -0.6821], [-3.8498, 1.3056, -1.8306], [-3.7823, -0.3261, -3.7735], [-1.6216, -0.9157, -4.8728], [0.5382, -0.0794, -3.9439], [2.0872, 2.4234, -4.2622], [1.3705, 4.3346, -5.5763], [-0.0463, 6.1608, -4.6023], [-0.4776, 6.0177, -2.0724], [0.1101, 4.0346, -0.8157], [2.0048, 3.2212, 2.1495], [1.5353, 5.5188, 3.1632], [-0.7511, 6.3601, 2.9746], [-2.5920, 4.8351, 2.3456], [-1.9451, 2.3003, 1.8974], [-0.3167, 0.8547, 4.0163], [0.8291, 0.9366, 6.1125], [3.5035, 0.0875, 6.1642], [4.4729, -0.5366, 4.1692], [3.2309, -0.3293, 1.9520], [-4.6826, -5.7870, 0.8835], [-4.6328, -6.4937, -0.7692], [-4.3569, -5.1887, -1.9362], [-3.3612, -7.7879, -0.8169], [-5.9561, -7.1007, -1.0563], [-7.0295, -7.5420, -1.2058], [1.3847, -4.6693, 1.8935], [2.0408, -4.8029, 0.6206], [1.5785, -4.2362, -0.5622], [2.1946, -4.4605, -1.6809], [2.0437, -3.4426, -2.5779], [3.0671, -5.4236, -1.9524], [3.8924, -5.2055, -2.9996], [3.3786, -6.2572, -0.9631], [4.3295, -7.2861, -0.9486], [2.9566, -5.9298, 0.3655], [3.4634, -6.7463, 1.3459], [-4.7482, -1.3465, 1.8715], [-4.2213, -2.0906, 1.1369], [-3.7279, -2.9391, 0.2932], [-2.5805, -2.9125, -0.2342], [-1.5384, -2.8501, -0.7618], [3.6184, 6.9263, 6.8230]], "atomic_forces_ev_per_a": [[0.75, 0.77, 0.08], [-2.24, -2.02, 0.55], [5.07, 2.60, -0.71], [-1.04, -0.45, -0.52], [1.76, -0.69, 1.46], [-0.84, -0.09, 0.56], [2.43, -0.20, -0.23], [-2.20, 1.40, 1.74], [1.92, -1.47, -2.32], [-2.08, 0.68, 0.46], [-1.45, -0.07, 0.74], [-0.45, -0.17, -0.21], [0.24, -0.97, -0.25], [1.19, -1.08, -1.31], [0.06, 0.05, 0.09], [-0.04, 1.63, -1.59], [-0.02, -1.20, 0.72], [-1.93, 2.09, 0.64], [-0.71, 0.03, 0.05], [-1.40, 0.83, 0.16], [3.22, 0.79, 1.41], [-3.17, 0.19, -1.96], [-2.45, -1.22, 0.36], [0.34, 0.80, -0.12], [2.10, -1.55, -1.48], [-0.29, -0.84, -0.65], [4.45, -1.15, -1.02], [-6.29, 1.49, -1.39], [3.42, 0.09, 0.50], [-0.90, -0.11, -2.53], [0.42, 0.40, -0.34], [0.29, -0.64, 0.05], [0.84, 0.20, -0.15], [-0.10, -0.41, -0.69], [0.03, 0.15, -0.02], [-0.71, 0.59, 0.68], [-0.22, 0.02, 0.29], [0.50, -1.29, 1.31], [0.00, 0.23, 0.05], [0.50, 0.00, -0.11], [2.33, -0.60, -0.11], [-0.14, -0.97, -0.82], [0.50, -0.12, 0.64], [1.54, -0.22, 0.24], [-1.15, 0.76, 0.02], [-0.25, 0.65, 0.86], [-0.56, 0.27, 2.40], [0.78, -0.04, 1.79], [-2.13, 0.12, -0.75], [-1.29, 0.80, 1.52], [-0.07, -0.61, -0.62], [-0.12, 0.06, 0.51], [0.16, -0.58, 0.07], [-0.64, 0.73, -0.19], [-1.96, -0.83, 0.00], [2.57, 0.97, 0.22], [1.67, 0.02, -2.38], [-0.12, -3.75, -1.32], [-1.57, 1.72, 5.77], [-0.62, 1.59, -1.22], [-0.01, 0.30, -1.72], [2.19, 0.64, -2.58], [0.00, -1.08, -0.76], [1.51, -2.01, 5.21], [-1.03, 1.35, -1.08], [-1.36, 0.70, 0.54], [-0.46, 0.70, -0.40], [0.36, -0.86, -0.62], [-0.72, 1.60, 1.19], [-0.62, -1.05, -0.31], [0.83, 0.99, -0.14], [-0.59, -0.64, -0.26], [0.00, 0.00, 0.00]]}


{"formula": "C17H19N3O3S", "method": "wB97M-V/def2-TZVPD", "homo_lumo_gap_ev": 8.89, "homo_energy_ha": -0.309, "smiles": "O=C(O)C[C@@H]1S/C(=N\\N=C2CCCCC2)N(c2ccccc2)C1=O", "species": ["O", "C", "O", "C", "C", "S", "C", "N", "N", "C", "C", "C", "C", "C", "C", "N", "C", "C", "C", "C", "C", "C", "C", "O", "H", "H", "H", "H", "H", "H", "H", "H", "H", "H", "H", "H", "H", "H", "H", "H", "H", "H", "H"], "coordinates": [[-4.5916, -1.9924, 1.6317], [-4.2484, -2.4070, 0.5609], [-5.0957, -2.7394, -0.4120], [-2.8058, -2.6587, 0.1585], [-2.4484, -1.8146, -1.0697], [-0.6732, -1.8632, -1.4266], [-0.4790, -0.1391, -0.9726], [0.5976, 0.5043, -0.9037], [1.7896, 0.0839, -1.2871], [2.5974, -0.5797, -0.5731], [3.9532, -0.8853, -1.1148], [5.0542, -0.3261, -0.1967], [4.6282, -0.3245, 1.2773], [3.6023, -1.4203, 1.5512], [2.3081, -1.0812, 0.8154], [-1.7114, 0.4350, -0.7075], [-1.8212, 1.8156, -0.3733], [-1.1932, 2.7751, -1.1543], [-1.3234, 4.1110, -0.8214], [-2.0799, 4.4881, 0.2758], [-2.7077, 3.5247, 1.0466], [-2.5784, 2.1840, 0.7294], [-2.8111, -0.3608, -0.7917], [-3.9538, 0.0006, -0.6411], [-6.0032, -2.5015, -0.1656], [-2.1613, -2.3981, 1.0001], [-2.6820, -3.7170, -0.0767], [-3.0040, -2.1717, -1.9398], [4.0469, -1.9725, -1.1734], [4.0479, -0.4810, -2.1215], [5.2959, 0.6924, -0.5020], [5.9540, -0.9300, -0.3254], [5.5033, -0.4552, 1.9155], [4.1763, 0.6378, 1.5285], [3.4071, -1.4986, 2.6221], [3.9923, -2.3821, 1.2137], [1.6576, -1.9591, 0.7483], [1.7532, -0.3060, 1.3540], [-0.6075, 2.4757, -2.0084], [-0.8354, 4.8601, -1.4265], [-2.1812, 5.5328, 0.5288], [-3.2992, 3.8139, 1.9020], [-3.0690, 1.4302, 1.3251]], "atomic_forces_ev_per_a": [[-0.04, 0.05, 0.16], [0.20, -0.09, 0.47], [-0.30, -0.31, -0.62], [-0.24, 0.12, 0.01], [0.16, -0.15, -0.08], [0.14, 0.37, -0.04], [0.91, -1.05, -0.34], [-1.23, 0.71, 1.12], [0.99, -0.47, -1.52], [-0.33, -0.09, 0.39], [0.14, 0.07, -0.14], [-0.02, 0.00, 0.00], [0.10, -0.18, 0.06], [0.01, 0.22, 0.13], [-0.09, -0.01, 0.08], [-0.06, 0.61, 0.22], [-0.13, 0.42, 0.14], [-0.11, -0.08, -0.03], [0.00, 0.02, -0.02], [-0.01, 0.06, 0.02], [0.00, 0.01, 0.03], [0.11, -0.05, -0.05], [-0.38, -0.40, -0.33], [0.10, 0.05, -0.01], [0.21, 0.06, 0.19], [-0.12, -0.04, -0.06], [0.02, 0.02, 0.03], [0.00, 0.19, 0.13], [0.04, -0.05, -0.03], [-0.07, -0.09, 0.00], [0.06, -0.02, -0.04], [0.03, 0.05, -0.01], [-0.01, 0.10, 0.03], [0.01, 0.04, 0.07], [0.01, -0.10, -0.03], [0.01, -0.08, 0.04], [-0.07, 0.05, 0.02], [-0.03, -0.04, 0.00], [0.04, -0.01, -0.05], [0.05, 0.06, -0.05], [-0.01, 0.09, 0.02], [-0.05, 0.02, 0.07], [-0.04, -0.07, 0.03]]}


{"formula": "C3H3FN2O", "method": "wB97M-V/def2-TZVPD", "homo_lumo_gap_ev": [9.36, 7.89], "homo_energy_ha": [-0.366, -0.351], "species": ["C", "C", "C", "N", "N", "O", "F", "H", "H", "H"], "coordinates": [[0.4135, 0.4681, -0.2170], [-0.9130, 0.2631, 0.4413], [1.4554, -0.6436, -0.1852], [1.1137, -1.7745, -0.4554], [-1.8050, -0.3610, -0.1788], [-2.9667, -0.7869, -0.2711], [2.5714, -0.1036, 0.2953], [0.3511, 0.9233, -1.2204], [-1.1638, 0.7393, 1.4332], [0.9433, 1.2758, 0.3581]], "atomic_forces_ev_per_a": [[1.01, 2.17, 0.44], [-0.65, 0.57, 1.17], [-1.71, 2.75, 0.76], [0.57, -2.34, -0.45], [-2.07, -1.48, -1.58], [2.08, 1.06, 0.89], [1.26, -1.01, -0.13], [-0.28, -0.60, 0.20], [0.42, -0.54, -0.95], [-0.65, -0.59, -0.35]]}


{"formula": "C5H7I2N", "method": "wB97M-V/def2-TZVPD", "homo_lumo_gap_ev": 8.16, "homo_energy_ha": -0.321, "smiles": "C[C@@H]1[C@H](/C=C/I)N1I", "species": ["C", "C", "C", "C", "C", "I", "N", "I", "H", "H", "H", "H", "H", "H", "H"], "coordinates": [[1.0159, 1.0864, 0.6191], [1.4303, -0.2123, 0.1236], [0.3877, -0.9584, -0.7557], [-1.0153, -0.2744, -0.8630], [-1.8405, 0.1853, 0.1059], [-3.5518, 1.1540, -0.4980], [1.0258, -1.5963, 0.3698], [-0.3368, -2.1200, 1.9283], [-0.0027, 1.0513, 0.8604], [1.0466, 1.6443, -0.3577], [1.5109, 1.5160, 1.4574], [2.4325, -0.1662, -0.4923], [0.7986, -1.1734, -1.7247], [-1.1699, -0.2961, -1.9699], [-1.7311, 0.1599, 1.1968]], "atomic_forces_ev_per_a": [[-0.11, 0.75, -1.10], [1.65, -1.76, -2.91], [-0.90, 2.54, 0.52], [1.51, -1.70, 0.15], [0.72, -0.41, -1.41], [-0.62, 0.27, -0.05], [-0.66, -0.16, 1.15], [1.08, 0.11, -0.42], [-1.28, 0.20, 0.53], [0.22, 0.46, 1.37], [0.93, 0.38, 0.31], [-1.60, -0.41, 1.78], [-0.23, -0.82, -0.28], [-0.84, 0.69, 1.21], [0.15, -0.13, -0.86]]}